--- P ---
12
Properties=species:S:1:pos:R:3 method="wB97M-V/def2-TZVPD" homo_energy_ev=-8.8344 orbital_gap_ev=8.05
C -2.22629 -1.29670 -0.39434
C -1.15604 -0.81294 0.17690
C 0.54230 1.14815 -0.37644
F 1.43093 1.70304 -1.28841
Si 0.50959 -0.76089 -0.70868
H -3.23116 -1.41288 0.08266
H -2.39801 -1.62978 -1.39631
H -1.23571 -0.21869 1.06031
H -0.37355 1.56252 -0.46046
H 0.97827 1.46085 0.60393
H 3.16203 0.24183 1.41660
H 3.99765 0.01549 1.28424

--- Q ---
12
Properties=species:S:1:pos:R:3 method="wB97M-V/def2-TZVPD" homo_energy_ev="-8.9427 / -7.8882" orbital_gap_ev="8.30 / 7.79"
C -1.60460 -0.59920 -0.13538
C -0.15895 -1.04323 -0.22445
C -0.54893 0.44165 -0.13883
F 2.85891 -0.58599 0.83142
Si 3.20724 0.46323 -0.35491
H -2.39233 -0.64651 -0.90196
H -1.90915 -0.57157 0.88791
H 0.18227 -1.67374 0.49586
H 0.12594 -1.33471 -1.21064
H -0.41654 1.03746 0.73396
H 2.53451 -0.22005 -1.47221
H 4.58210 0.90035 -0.58258

Relative stability in kcal/mol, measured from the most stable structure: P 2.5; Q 0.0